15
Properties=species:S:1:pos:R:3:nbo_charge:R:1 method="wB97M-V/def2-TZVPD" e_homo_ev="-7.61 / -7.61" orbital_gap_ev="7.33 / 7.33" lumo_ev="-0.28 / -0.28"
C 2.0784 -2.1377 -0.2772 -0.33
C 1.0880 -1.7342 -0.9918 -0.56
C -1.6588 0.3070 1.0640 -0.23
N -2.8501 -0.0655 0.5700 -0.77
O 1.0915 0.3446 0.4584 -1.06
O 0.6402 3.2484 0.0028 -1.01
P -0.0067 -0.4695 -0.0927 1.37
H 2.6777 -2.7785 -0.8078 0.19
H 2.3238 -1.8336 0.7410 0.22
H 0.9680 -1.9235 -2.0452 0.22
H -1.5108 1.4388 1.0456 0.19
H 0.6532 2.2210 0.2526 0.51
H -3.6317 0.4798 0.1483 0.39
H -3.0354 -1.1890 0.6459 0.38
H 1.5484 3.6643 -0.0182 0.48

9
Properties=species:S:1:pos:R:3:nbo_charge:R:1 method="wB97M-V/def2-TZVPD" e_homo_ev=-9.06 orbital_gap_ev=9.60 lumo_ev=0.53
N -1.5655 -0.1893 -0.2658 -0.82
C -0.3026 -0.5985 0.0939 0.64
C 0.7571 0.3090 -0.4043 -0.40
N 1.7957 0.4967 0.3555 0.10
N 2.6683 0.6964 1.0485 0.04
O -0.0849 -1.6054 0.7410 -0.60
H -2.3152 -0.7028 0.1769 0.40
H -1.7197 0.8024 -0.3739 0.39
H 0.7668 0.7914 -1.3717 0.24

7
Properties=species:S:1:pos:R:3:nbo_charge:R:1 method="wB97M-V/def2-TZVPD" e_homo_ev="-9.33 / -9.33" orbital_gap_ev="7.60 / 7.60" lumo_ev="-1.74 / -1.74"
C 0.0011 0.4398 -0.9020 -0.22
N 0.3148 1.5390 -0.6128 0.28
O 0.4054 2.6246 -0.1961 -0.26
O -1.4602 -0.5076 1.5573 -1.01
P -0.8858 -1.2416 0.4537 1.24
I 1.1614 -2.5906 1.2563 -0.31
H 0.4633 -0.2636 -1.5563 0.27

7
Properties=species:S:1:pos:R:3:nbo_charge:R:1 method="wB97M-V/def2-TZVPD" e_homo_ev=-9.12 orbital_gap_ev=7.89 lumo_ev=-1.23 smiles="S=PS.O"
S -2.8844 0.3927 -1.2056 -0.37
P -2.7874 0.7031 0.7165 0.51
S -2.2789 -1.1178 1.7193 -0.30
H -2.6063 -1.8637 0.6693 0.15
O -0.7796 -0.1006 -2.7998 -0.97
H -1.1822 -0.8267 -2.4095 0.48
H 0.1037 -0.2067 -3.2160 0.49